Computed, not measured: a molecular structure, C25H44Cl3CoN4O3Si in a non-equilibrium geometry, with ωB97M-V/def2-TZVPD.

Last column: Löwdin charge in e.
Atoms and positions in Å:
H -1.05300 0.26430 -10.12510  0.1159
H -1.72210 0.12710 5.73000  0.0800
Si -0.98150 0.54150 -6.65890  0.4242
C 0.96630 0.75150 -9.64780  -0.1973
H -3.07610 -0.77990 -6.54580  0.0300
H 2.95700 2.80420 -11.47150  0.0976
C -3.42670 0.88000 0.68870  -0.0454
O -1.56460 -1.14190 -0.78110  -0.1386
C -1.11280 0.87120 5.17690  -0.0364
H -3.56260 1.24260 3.56610  0.1067
C 2.18640 -3.27580 -10.34030  -0.0914
H 0.49960 0.26970 2.98540  0.1000
H 3.56040 -1.48460 -7.49830  0.0876
C 2.09300 1.47180 -10.03660  -0.0300
H 2.22900 -4.01130 -9.53370  0.0673
N -1.40680 -3.34800 -1.30600  -0.1803
H -0.52320 -4.52230 0.17230  0.0727
N -0.50190 0.48040 2.78160  -0.0164
C -0.42000 -0.07630 -4.98040  -0.1576
H 0.23810 -4.63100 -1.41670  0.0961
H 0.93620 2.10240 -1.84660  0.0717
H -2.08070 -4.11440 -3.13340  0.0822
H 0.43600 2.59330 -6.55270  0.0315
C 2.07460 2.24760 -11.18390  -0.0876
H -2.17320 2.88550 -3.96050  0.0699
H 2.69590 -3.01380 -7.62980  0.0720
O -0.27580 -0.32550 -7.90340  -0.1765
H -2.38240 -2.37460 -2.85770  0.0854
C -1.68050 -3.18750 -2.72370  -0.0449
C -2.62310 0.98720 3.09440  -0.0170
Cl 0.67290 -1.80650 1.30320  -0.0402
H 1.61620 0.44740 -7.65360  0.1431
C -1.41190 0.78650 3.71330  -0.3219
H -3.40740 0.92780 -6.28970  0.0261
H 1.23740 4.12230 -2.71840  0.0939
H -0.91870 0.47270 -4.18050  0.0246
H -0.13720 5.22580 -2.85460  0.0859
H 0.90960 2.91600 -12.86030  0.0943
C 1.03620 -0.10360 -8.40130  -0.3180
Cl 1.54080 1.47360 0.88170  -0.0980
H 0.65310 0.04430 -4.84740  0.0175
C -0.19790 1.59490 -11.58160  -0.0829
H -2.59190 2.63770 -2.25520  0.0822
H 2.07190 -1.74980 -6.59670  0.0840
C -0.59300 2.36860 -6.82900  -0.1472
C -2.37460 0.77940 1.74340  -0.3034
H -4.22440 0.13770 0.90280  0.0836
H -2.39860 4.28140 -2.89520  0.0863
C 2.57300 -1.93320 -7.54510  -0.0249
O -0.85580 1.53770 -1.06880  -0.1284
C -0.71560 -4.55140 -0.89580  -0.0578
H -1.33660 1.89030 5.55230  0.0796
C 1.59290 -1.99680 -9.86290  -0.0954
H -0.75830 -2.93360 -3.24350  0.0744
H -0.65550 -1.13180 -4.84880  0.0202
C -1.59310 -2.34620 -0.45640  -0.3851
C -2.81200 0.22530 -6.87280  -0.1526
Cl 1.28750 -0.55560 -1.82120  -0.0703
H 2.99400 1.41370 -9.43810  0.1190
C -0.17870 0.81930 -10.42940  -0.0407
C 1.74900 -1.40920 -8.67580  -0.2319
H -3.11030 0.32060 -7.91610  0.0231
H -1.31590 -5.43160 -1.12390  0.0760
C -2.03180 3.25610 -2.94540  -0.0299
C -0.14170 2.24270 -1.80590  -0.3475
N -0.62840 3.20630 -2.58690  -0.1727
C 0.23640 4.23700 -3.12140  -0.0441
H -1.81650 -2.65550 0.56770  0.1122
C 0.92590 2.31160 -11.96290  -0.1030
H 1.63900 -3.71850 -11.16720  0.0662
H 0.95250 -1.49410 -10.58330  0.1064
Co 0.00000 0.00000 0.00000  -0.1752
H -3.03400 0.69500 -0.32250  0.0464
H -0.03790 0.65320 5.36250  0.0823
H -1.09750 1.63950 -12.18190  0.0984
H -1.23880 2.95740 -6.17700  0.0135
H -3.86700 1.89840 0.71120  0.0819
H 0.28700 4.16730 -4.20820  0.0742
N -1.06270 0.46810 1.57560  -0.1038
H -0.75210 2.71950 -7.84820  0.0293
H 3.21630 -3.12500 -10.67090  0.0793

Its multiplicity is 4. The expectation value of S² is 3.758. Its total charge is -1. The calculation puts the relative energy (zero: lowest compared OMol25 entry of this formula, charge and spin) at 6.81 kcal/mol. Its energy is -121820.6968 eV. The orbital gap (spin up / spin down) is 6.23 / 6.58 eV.